# C3H9NO

A 2-piece molecular cluster, C3H9NO overall in a non-equilibrium geometry (the ωB97M-V functional and the def2-TZVPD basis, the OMol25 dataset).

```
14
Properties=species:S:1:pos:R:3
O 1.94243 0.89202 -3.40035
C 3.03034 1.37097 -3.26329
H 3.17472 2.37122 -2.81574
H 3.94140 0.85773 -3.62439
C -0.73099 -0.74680 1.09662
C -2.04871 -0.48074 1.86088
N -2.04881 -0.86337 3.25342
H -0.67620 -1.75918 0.68075
H -0.58387 0.00250 0.32780
H 0.09480 -0.76310 1.81092
H -2.14592 0.58606 1.82825
H -2.91714 -0.89943 1.35657
H -2.18858 -1.85214 3.38678
H -1.28772 -0.52925 3.81882
```

## Properties
E in hartree: -249.64775
F_max in Eh/bohr: 0.0236
Total charge: 0
Energy above the lowest of the compared OMol25 structures with the same formula, charge and spin in kcal/mol: 41.4
Orbital gap in eV: 9.77

---

# C41H45Br2NO20

A 5-piece molecular cluster, C41H45Br2NO20 overall in a non-equilibrium geometry (the ωB97M-V functional and the def2-TZVPD basis, the OMol25 dataset).

```
109
Properties=species:S:1:pos:R:3
C -5.28944 -3.35421 4.30178
C -4.58084 -2.01889 4.55565
C -3.11066 -2.03061 4.11633
C -2.48451 -0.64166 4.23428
C -1.18359 -0.50595 3.41688
C -1.47874 -0.55875 1.91837
C -0.31726 -0.11601 0.99733
C 1.08430 -0.48374 1.50270
C 1.23262 -2.01227 1.62579
C 1.40627 -2.71315 0.25847
C 0.37245 -3.81257 -0.09295
C -0.78934 -3.28279 -0.97485
Br -2.17514 -4.63094 -1.26890
C -0.35436 -2.58305 -2.28115
C 0.40243 -3.44621 -3.26897
Br -1.99934 -1.99620 -3.21023
C -0.33406 -4.53777 1.09263
O -1.17676 -4.05997 1.78849
O 0.11793 -5.79303 1.23534
C 1.44933 -5.81568 0.65496
C 1.22921 -4.99751 -0.61374
O 0.55974 -5.90408 -1.53059
N 1.54135 -6.52561 -2.32111
O 1.05918 -7.04433 -3.24566
H -5.92837 -3.29280 3.41862
H -4.59677 -4.18033 4.13320
H -5.95129 -3.62812 5.12523
H -5.12304 -1.22877 4.02980
H -4.60163 -1.75428 5.61720
H -2.60451 -2.75363 4.76212
H -3.07741 -2.39889 3.08981
H -3.20519 0.08752 3.85336
H -2.23782 -0.43904 5.27942
H -0.54544 -1.33087 3.74916
H -0.66665 0.42386 3.67057
H -2.32695 0.10431 1.72536
H -1.79103 -1.55858 1.61543
H -0.39747 0.95767 0.81634
H -0.45572 -0.61198 0.02945
H 1.84533 -0.09181 0.81845
H 1.24093 -0.00837 2.47349
H 2.13049 -2.18687 2.22620
H 0.39752 -2.37918 2.21549
H 1.40943 -1.93141 -0.50189
H 2.41264 -3.13046 0.23134
H -1.28554 -2.52405 -0.37057
H 0.14271 -1.64353 -2.06049
H -0.08775 -4.39882 -3.44647
H 1.40644 -3.64319 -2.87844
H 0.54435 -2.88311 -4.18973
H 2.09942 -5.36870 1.40702
H 1.63719 -6.86208 0.44139
H 2.16060 -4.76445 -1.12513
C 0.96268 4.18774 4.93580
C 1.74924 4.63448 5.92417
C 3.20655 4.27175 6.00329
O 3.85795 4.73203 6.92215
C 3.75347 3.39172 4.98667
C 2.96992 2.93939 3.99604
C 1.51228 3.32613 3.90415
O 0.85421 2.89804 2.97417
O 3.44270 2.13072 3.05026
O 1.31057 5.42249 6.89753
H -0.08515 4.44408 4.86913
H 4.79816 3.12397 5.06553
H 2.69672 1.94408 2.44720
H 2.08089 5.59589 7.47296
C -1.30501 1.90730 -8.81891
C -1.64024 2.61958 -7.73544
C -1.79196 1.98291 -6.37744
O -2.08264 2.71364 -5.44560
C -1.58989 0.54988 -6.26064
C -1.25734 -0.16172 -7.34738
C -1.08094 0.47840 -8.69869
O -0.76025 -0.23723 -9.62934
O -1.05845 -1.47362 -7.31713
O -1.86079 3.92890 -7.77301
H -1.19170 2.35503 -9.79601
H -1.71518 0.09268 -5.28745
H -0.83068 -1.73257 -8.23129
H -2.08046 4.19262 -6.85854
C 6.89304 0.93997 0.69747
C 6.45486 2.15735 1.04973
C 7.01319 3.41229 0.43060
O 6.54715 4.47697 0.79201
C 8.07197 3.28455 -0.55401
C 8.51107 2.06728 -0.90263
C 7.93511 0.81123 -0.30325
O 8.37775 -0.25574 -0.68832
O 9.47576 1.87466 -1.79373
O 5.50420 2.34622 1.95807
H 6.49874 0.03290 1.13354
H 8.47680 4.19165 -0.97982
H 9.59411 0.90699 -1.85825
H 5.38457 3.31469 2.01348
C -5.14755 1.63992 -1.36045
C -5.81555 2.42338 -0.50357
C -6.10526 3.87021 -0.80713
O -6.73486 4.50685 0.01846
C -5.61652 4.42554 -2.05538
C -4.94322 3.64385 -2.91203
C -4.68078 2.19011 -2.62123
O -4.08335 1.55141 -3.46444
O -4.45748 4.08030 -4.06630
O -6.27239 1.99191 0.66711
H -4.93704 0.59940 -1.15521
H -5.81336 5.46958 -2.25348
H -4.00486 3.31524 -4.48049
H -6.71603 2.75790 1.08052
```

## Properties
E in hartree: -8296.79555
F_max in Eh/bohr: 0.0303
Total charge: 0
Orbital gap in eV: 7.87